Formula: C2H4O2
Source: OMol25
Level of theory: ωB97M-V/def2-TZVPD

Each line ends with the natural charge from an NBO analysis.
CARTESIAN COORDINATES (ANGSTROEM)
C 1.05 1.02 1.10  0.27
O 1.08 1.74 0.11  -0.52
H 1.43 -0.11 1.14  0.14
H 0.20 1.09 1.96  0.10
C -1.02 -0.91 -0.99  0.28
O -0.15 -1.05 -0.10  -0.52
H -1.91 -0.31 -1.22  0.15
H -0.68 -1.47 -2.00  0.09

Values from the calculation:
HOMO	-9.73	eV
E_tot	-6230.764	eV
LUMO level	0.2	eV
relative energy (zero: lowest compared OMol25 entry of this formula, charge and spin)	3.5434	eV
SMILES	C=O.C=O
frontier orbital gap	0.363	Eh

---

Formula: C24H33B2CsF4N4O4SeSi2
Source: OMol25
Level of theory: ωB97M-V/def2-TZVPD

Each line ends with the Mulliken charge.
CARTESIAN COORDINATES (ANGSTROEM)
Cs -1.02 1.68 0.58  0.99
C -2.34 -0.35 5.22  -1.49
C -1.92 -0.11 3.79  0.33
N -1.02 0.73 3.45  0.24
O -0.38 1.41 4.45  -0.54
B 1.02 1.80 4.14  0.66
F 1.08 2.82 3.17  -0.34
F 1.54 2.32 5.32  -0.40
O 1.89 0.64 3.78  -0.38
N 1.29 -0.27 2.97  -0.14
C 1.77 -1.46 2.92  0.76
C 2.99 -1.92 3.68  -1.76
C 1.02 -2.43 2.13  0.49
N 0.00 -2.02 1.47  -0.08
O -0.78 -2.98 0.91  -0.31
B -1.95 -2.59 0.12  0.36
F -1.57 -2.43 -1.23  -0.30
F -2.80 -3.71 0.16  -0.36
O -2.72 -1.38 0.49  -0.39
N -2.30 -0.57 1.52  -0.19
C -2.48 -0.95 2.73  0.77
C -3.20 -2.21 3.12  -1.61
C 1.38 -3.90 2.16  -1.54
H -1.77 0.32 5.86  0.40
H -2.15 -1.38 5.53  0.26
H -3.41 -0.14 5.34  0.35
H 3.41 -1.07 4.22  0.42
H 3.74 -2.32 3.01  0.32
H 2.72 -2.68 4.41  0.33
H -3.55 -2.70 2.21  0.39
H -4.05 -1.98 3.76  0.47
H -2.53 -2.88 3.65  0.24
H 2.19 -4.13 2.84  0.49
H 1.64 -4.21 1.15  0.26
H 0.48 -4.46 2.45  0.31
C 3.55 -1.60 -0.53  -0.87
Si 3.17 -0.07 -1.61  0.22
C 3.55 1.49 -0.57  -1.07
C 4.22 -0.08 -3.23  0.20
C 5.57 0.03 -3.54  -0.61
C 5.97 0.02 -4.87  -0.47
C 5.04 -0.11 -5.89  -0.48
C 3.69 -0.22 -5.58  -0.61
C 3.28 -0.21 -4.26  0.12
Si 1.57 -0.24 -3.36  0.26
C 0.64 -1.89 -3.62  -0.88
C 0.56 1.25 -4.01  -1.15
H 4.55 -1.57 -0.11  0.44
H 3.45 -2.52 -1.10  0.42
H 2.84 -1.63 0.29  -0.03
H 4.62 1.58 -0.38  0.36
H 3.05 1.44 0.39  0.26
H 3.23 2.39 -1.07  0.37
H 6.30 0.13 -2.76  0.41
H 7.03 0.11 -5.12  0.37
H 5.37 -0.10 -6.92  0.36
H 2.97 -0.31 -6.38  0.40
H -0.01 -1.86 -4.49  0.32
H 0.02 -2.09 -2.76  0.20
H 1.33 -2.72 -3.74  0.36
H 0.34 1.14 -5.07  0.39
H 1.10 2.18 -3.88  0.32
H -0.39 1.35 -3.49  0.32
Se -1.68 4.82 -2.22  -0.59
C -0.86 6.19 -1.21  -0.14
C -0.94 6.22 0.18  -0.30
C -0.32 7.22 0.90  -0.42
C 0.37 8.22 0.24  -0.41
C 0.43 8.22 -1.14  -0.33
C -0.18 7.21 -1.86  -0.41
H -1.50 5.44 0.69  0.37
H -0.37 7.21 1.98  0.33
H 0.87 9.00 0.81  0.33
H 0.98 9.00 -1.66  0.31
H -0.13 7.20 -2.94  0.32

Values from the calculation:
HOMO	-1.55	eV
E_tot	-133454.687	eV
LUMO level	3.8	eV
frontier orbital gap	0.197	Eh
net charge	-2

---

Formula: C6H7N3O4S
Source: OMol25
Level of theory: ωB97M-V/def2-TZVPD

Each line ends with the natural charge from an NBO analysis.
CARTESIAN COORDINATES (ANGSTROEM)
C 2.86 -1.29 1.71  -0.08
C 2.69 -0.21 0.93  -0.11
C 1.92 -2.06 -0.06  0.21
C -4.15 1.79 -0.04  -0.31
C -2.88 1.58 -0.23  -0.25
C -2.25 0.42 0.27  -0.04
N 2.32 -2.42 1.11  -0.44
N 2.19 -0.74 -0.26  -0.65
N -1.11 -0.13 0.06  0.42
O -0.72 -1.17 0.43  -0.27
O 0.13 0.60 -0.96  -0.81
O 1.52 -0.60 -2.62  -0.90
O 2.53 1.36 -1.57  -0.87
S 1.68 0.22 -1.50  2.53
H 3.15 -1.23 2.77  0.22
H 3.07 0.72 0.68  0.24
H 1.51 -2.76 -0.85  0.23
H -4.62 2.77 -0.37  0.21
H -4.86 1.09 0.22  0.20
H -2.25 2.30 -0.69  0.24
H -2.73 -0.23 0.95  0.25

Values from the calculation:
HOMO	-9.53	eV
E_tot	-29823.734	eV
LUMO level	-1.9	eV
relative energy (zero: lowest compared OMol25 entry of this formula, charge and spin)	2.0998	eV
frontier orbital gap	0.279	Eh

---

Formula: C27H63N20O12
Source: OMol25
Level of theory: ωB97M-V/def2-TZVPD

Each line ends with the Mulliken charge.
CARTESIAN COORDINATES (ANGSTROEM)
C -0.75 6.78 -1.36  -0.32
C 0.11 6.24 -2.21  -0.15
C 1.49 5.49 -2.66  -0.62
C 1.54 3.93 -2.24  -0.06
C 0.48 3.49 -1.11  -0.56
C 0.86 2.13 -0.32  0.57
C 0.88 2.18 1.28  -0.97
C 1.19 0.92 2.17  0.43
C 1.14 1.06 3.76  0.57
O 1.05 2.22 4.31  -0.57
O 1.16 -0.07 4.67  -0.28
C -0.26 -0.23 5.07  -0.67
C 1.53 -0.43 1.38  0.21
N 1.87 -1.67 2.09  -0.55
C 1.49 -0.40 -0.19  -0.05
N 1.14 0.84 -0.95  0.38
C 1.10 0.67 -2.45  -1.46
C -0.37 0.86 -3.09  0.76
C -0.31 0.93 -4.70  -0.61
C -1.25 -0.23 -5.37  -0.70
C -2.81 0.21 -5.49  0.12
O -3.13 1.41 -4.72  -0.33
C -3.73 1.09 -3.43  -0.57
H -1.54 7.17 -0.60  0.38
H 1.48 5.53 -3.83  0.31
H 2.44 6.07 -2.34  0.33
H 2.65 3.68 -1.99  0.32
H 1.27 3.33 -3.20  -0.09
H 0.50 4.33 -0.30  0.42
H -0.62 3.47 -1.48  0.28
H 0.64 3.19 1.81  0.24
H -0.43 -1.27 5.53  0.23
H -0.97 -0.09 4.17  0.32
H -0.51 0.60 5.85  0.30
H 1.65 -2.43 1.40  0.15
H 1.14 -1.77 2.83  0.32
H 1.73 -1.37 -0.75  0.21
H 1.92 1.33 -2.96  0.28
H 1.42 -0.43 -2.71  0.37
H -0.97 -0.11 -2.82  0.22
H -0.96 1.73 -2.62  -0.36
H 0.77 0.65 -5.00  0.44
H -0.59 1.98 -5.09  0.25
H -0.86 -0.47 -6.42  0.35
H -1.23 -1.22 -4.76  0.21
H -3.51 -0.67 -5.16  0.39
H -3.04 0.42 -6.59  -0.15
H -4.89 1.16 -3.43  0.26
H -3.37 0.03 -3.10  0.27
H -3.28 1.85 -2.67  0.09
C 1.97 -5.55 3.18  0.52
O 3.03 -5.54 2.58  -0.74
N 1.41 -6.67 3.67  -0.15
N 1.25 -4.42 3.42  -0.10
H 0.53 -6.70 4.17  0.21
H 1.91 -7.54 3.51  0.04
H 1.63 -3.56 3.07  0.19
H 0.37 -4.41 3.91  0.18
C -2.82 9.06 -3.38  0.68
O -3.25 7.92 -3.27  -0.64
N -3.46 10.03 -4.08  -0.41
N -1.65 9.46 -2.82  -0.28
H -3.12 10.97 -4.18  0.16
H -4.34 9.77 -4.52  0.22
H -1.14 8.77 -2.29  0.07
H -1.28 10.39 -2.89  0.17
C -0.24 -5.98 6.75  0.56
O -0.61 -6.21 5.61  -0.77
N 1.06 -5.89 7.10  -0.19
N -1.11 -5.78 7.78  -0.41
H 1.39 -5.70 8.03  0.16
H 1.74 -6.04 6.36  0.16
H -2.09 -5.83 7.56  0.22
H -0.82 -5.58 8.72  0.17
C 0.42 -4.59 -0.50  0.74
O 0.35 -3.92 0.52  -0.68
N -0.30 -4.30 -1.61  -0.43
N 1.22 -5.67 -0.62  -0.35
H -0.26 -4.83 -2.46  0.15
H -0.92 -3.50 -1.57  0.20
H 1.78 -5.91 0.19  0.19
H 1.29 -6.23 -1.45  0.17
C 3.33 -4.24 9.56  0.70
O 2.88 -5.37 9.66  -0.68
N 2.69 -3.26 8.87  -0.31
N 4.50 -3.86 10.12  -0.41
H 3.04 -2.33 8.77  0.17
H 1.81 -3.50 8.43  0.15
H 5.00 -4.56 10.64  0.23
H 4.88 -2.93 10.04  0.16
C -4.86 0.48 -8.89  0.71
O -3.71 0.57 -8.50  -0.72
N -5.18 0.14 -10.16  -0.43
N -5.93 0.73 -8.09  -0.36
H -6.12 0.07 -10.50  0.15
H -4.41 -0.05 -10.79  0.22
H -5.74 0.99 -7.14  0.20
H -6.88 0.66 -8.40  0.17
C 3.87 5.06 4.40  0.65
O 4.51 4.08 4.75  -0.64
N 2.52 5.07 4.34  -0.32
N 4.46 6.22 4.04  -0.39
H 1.98 5.87 4.05  0.17
H 2.04 4.22 4.60  0.19
H 5.47 6.26 4.07  0.23
H 3.96 7.04 3.74  0.16
C -4.12 6.01 -7.19  0.66
O -4.48 5.77 -8.33  -0.67
N -2.81 6.11 -6.85  -0.35
N -4.98 6.20 -6.17  -0.37
H -2.49 6.31 -5.91  0.16
H -2.13 5.97 -7.58  0.20
H -5.97 6.14 -6.39  0.20
H -4.71 6.41 -5.23  0.18
C 3.09 -10.64 3.59  0.68
O 2.02 -10.25 4.05  -0.64
N 3.72 -11.75 4.06  -0.40
N 3.74 -10.00 2.59  -0.34
H 4.59 -12.09 3.70  0.16
H 3.26 -12.25 4.80  0.22
H 3.30 -9.17 2.22  0.18
H 4.61 -10.31 2.21  0.17

Values from the calculation:
HOMO	-10.83	eV
E_tot	-83385.638	eV
LUMO level	-4.6	eV
frontier orbital gap	0.231	Eh
net charge	+1

---

Formula: C28H79N7O12
Source: OMol25
Level of theory: ωB97M-V/def2-TZVPD

Each line ends with the Löwdin spin population.
CARTESIAN COORDINATES (ANGSTROEM)
C 4.80 -0.30 -3.20  0.00
C 4.11 -1.43 -2.52  0.00
C 2.66 -0.86 -2.08  0.00
C 1.66 -1.99 -1.77  0.00
C 1.70 -3.12 -2.82  0.00
C 3.10 -3.72 -3.16  0.00
N 4.04 -2.64 -3.37  0.00
O 5.35 -2.98 -3.76  0.00
C 3.46 -4.73 -2.08  0.00
C 2.92 -4.50 -4.47  0.00
C 4.72 -1.73 -1.10  0.00
H 4.47 -0.15 -4.23  0.00
H 5.89 -0.30 -3.20  0.00
H 4.56 0.65 -2.73  0.00
H 2.73 -0.27 -1.17  0.00
H 2.25 -0.09 -2.73  0.00
H 0.64 -1.63 -1.60  0.00
H 1.92 -2.50 -0.85  0.00
H 1.13 -2.81 -3.69  0.00
H 1.10 -3.94 -2.42  0.00
H 4.49 -5.00 -2.33  0.00
H 3.44 -4.30 -1.08  0.00
H 2.85 -5.63 -2.06  0.00
H 3.77 -5.06 -4.86  0.00
H 2.17 -5.28 -4.32  0.00
H 2.64 -3.87 -5.31  0.00
H 4.78 -0.99 -0.30  0.00
H 5.64 -2.32 -1.12  0.00
H 4.05 -2.44 -0.62  0.00
H 5.38 -2.67 -4.67  0.00
C -4.40 -0.99 2.81  0.00
O -4.28 -1.85 3.70  0.00
N -4.77 -1.11 1.58  0.00
N -4.25 0.24 3.05  0.00
H -4.77 -0.32 0.95  0.00
H -5.07 -2.03 1.30  0.00
H -4.37 0.82 2.23  0.00
H -3.99 0.68 3.92  0.01
C -4.78 2.10 -0.24  0.01
O -4.91 0.91 -0.37  0.00
N -5.71 2.85 0.21  0.00
N -3.79 2.91 -0.56  0.01
H -5.43 3.72 0.64  0.00
H -6.61 2.56 0.56  0.00
H -3.05 2.49 -1.12  0.00
H -3.80 3.92 -0.47  0.01
C -3.84 4.56 2.66  0.07
O -4.63 4.92 1.73  0.01
N -2.67 3.95 2.55  0.03
N -4.01 4.80 3.86  0.03
H -2.48 3.57 1.63  0.01
H -2.15 3.91 3.41  0.04
H -3.40 4.35 4.52  0.02
H -4.92 5.19 4.05  0.01
C -1.77 0.27 1.06  0.00
C -0.63 0.05 0.12  0.00
O -0.98 0.41 -1.24  0.00
H -1.98 1.32 1.26  0.00
H -1.68 -0.28 1.99  0.00
H -2.62 -0.08 0.46  0.00
H -0.61 -1.04 0.13  0.00
H 0.27 0.48 0.56  0.00
H -1.28 -0.33 -1.77  0.00
C 3.48 3.79 -1.91  0.00
C 2.03 3.43 -2.15  0.01
O 1.52 2.82 -1.01  0.02
H 4.05 2.93 -1.57  0.00
H 3.54 4.56 -1.14  0.00
H 3.96 4.09 -2.85  0.00
H 1.98 2.79 -3.03  0.00
H 1.43 4.31 -2.39  0.01
H 0.82 2.20 -1.22  0.00
C -2.42 0.89 6.36  0.03
C -1.79 1.67 5.16  0.05
O -2.17 2.97 5.17  0.24
H -3.47 1.17 6.30  0.01
H -2.07 1.16 7.35  0.01
H -2.34 -0.19 6.20  0.00
H -1.99 1.09 4.26  0.01
H -0.71 1.66 5.32  0.02
H -1.43 3.56 5.34  0.13
C 2.19 -1.30 3.44  0.00
C 1.22 -0.35 4.25  0.01
O 1.78 0.94 4.30  0.04
H 1.90 -2.35 3.55  0.00
H 3.28 -1.31 3.53  0.00
H 1.99 -1.14 2.39  0.00
H 0.99 -0.66 5.26  0.00
H 0.29 -0.26 3.69  0.00
H 1.90 1.25 3.41  0.00
C -1.05 -5.14 2.20  0.00
C 0.09 -4.32 1.54  0.00
O -0.06 -2.96 1.79  0.00
H -1.11 -6.13 1.73  0.00
H -2.02 -4.69 1.98  0.00
H -1.03 -5.20 3.29  0.00
H -0.14 -4.35 0.48  0.00
H 1.07 -4.75 1.75  0.00
H 0.67 -2.55 2.25  0.00
C -0.96 0.41 -5.30  0.00
C -0.69 1.81 -4.67  0.00
O -0.72 2.76 -5.73  0.00
H -0.90 -0.29 -4.48  0.00
H -0.27 0.16 -6.11  0.00
H -2.01 0.38 -5.61  0.00
H 0.29 1.77 -4.20  0.00
H -1.44 1.87 -3.89  0.00
H -1.01 3.60 -5.37  0.00
C 3.82 3.71 2.15  0.02
C 3.40 2.35 1.74  0.00
O 1.90 2.22 1.66  0.03
H 4.86 3.78 2.47  0.00
H 3.23 4.10 2.98  0.02
H 3.66 4.61 1.57  0.00
H 3.67 1.60 2.49  0.00
H 3.96 2.05 0.86  0.00
H 1.72 2.72 0.86  0.00
C -3.46 -1.11 -3.17  0.00
C -3.21 -2.07 -2.06  0.00
O -1.78 -2.28 -2.04  0.00
H -2.97 -1.37 -4.11  0.00
H -3.19 -0.09 -2.91  0.00
H -4.55 -1.09 -3.15  0.00
H -3.67 -3.02 -2.32  0.00
H -3.55 -1.77 -1.07  0.00
H -1.62 -2.77 -1.23  0.00

Values from the calculation:
HOMO (alpha / beta)	0.30 / -6.91	eV
expectation value of S²	0.75
2S+1	2
E_tot	-65313.971	eV
LUMO level (alpha / beta)	2.0 / 2.0	eV
frontier orbital gap (alpha / beta)	0.062 / 0.326	Eh
net charge	-1

---

Formula: C2H2CsLiO2
Source: OMol25
Level of theory: ωB97M-V/def2-TZVPD

Each line ends with the natural charge from an NBO analysis.
CARTESIAN COORDINATES (ANGSTROEM)
H -0.46 0.75 1.43  0.11
O -2.21 1.32 0.26  -0.91
C -1.13 1.65 0.84  0.15
C -0.01 2.05 0.07  0.18
O 0.94 1.16 0.24  -0.66
Li -3.92 0.87 0.47  0.98
Cs 1.61 -1.99 -1.69  1.00
H 0.17 3.13 -0.02  0.16

Values from the calculation:
HOMO (alpha / beta)	-9.29 / -11.54	eV
expectation value of S²	0.76
2S+1	2
E_tot	-6946.258	eV
LUMO level (alpha / beta)	-3.5 / -3.5	eV
relative energy (zero: lowest compared OMol25 entry of this formula, charge and spin)	2.9639	eV
frontier orbital gap (alpha / beta)	0.211 / 0.294	Eh
net charge	+1